C16H26CaN4O9 as an isolated structure, computed with ωB97M-V/def2-TZVPD.

Structure (XYZ):
```
56
Properties=species:S:1:pos:R:3:forces:R:3:mulliken_charge:R:1
Ca 0.496542 0.041616 -0.305955 -0.8 0.2 0.1 2.2917
N -1.020997 -3.350249 0.876244 -0.1 -0.1 0.0 -0.4954
C -1.782693 -3.096548 2.084937 0.0 0.0 0.1 -1.2376
C -1.551644 -1.779018 2.827416 0.0 0.0 0.1 -0.5935
N -1.982889 -0.568611 2.138967 0.1 0.1 -0.1 1.1163
C -3.267762 -0.619151 1.472727 -0.1 -0.1 0.2 -1.1067
C -3.226159 -1.062904 0.009968 -0.1 0.0 -0.1 -1.2172
N -2.145357 -0.423754 -0.720629 0.2 0.1 -0.1 0.0915
C -1.790924 0.608565 2.972154 -0.1 -0.1 0.2 -1.1198
C -0.378261 1.173512 2.948337 0.1 -0.1 0.0 -0.8778
N -0.053020 1.585708 1.602238 0.2 0.2 -0.1 -0.3835
H -0.074971 -3.617764 1.122636 0.1 0.0 0.0 0.3897
H -0.931190 -2.523684 0.298906 0.0 0.1 -0.1 0.1991
H -1.540870 -3.894649 2.793112 0.0 0.0 0.0 0.5227
H -2.853719 -3.218782 1.876576 0.0 0.1 0.0 0.2831
H -0.483981 -1.686577 3.041018 0.0 0.0 -0.1 0.2446
H -2.081322 -1.854492 3.804412 0.0 0.0 -0.1 0.3369
H -3.699039 0.383573 1.502469 0.0 0.0 -0.1 0.6183
H -3.991364 -1.272933 1.997129 0.0 0.1 0.0 0.2689
H -4.223255 -0.835171 -0.405114 0.0 -0.1 0.0 0.4460
H -3.096592 -2.144041 -0.062893 0.0 0.0 0.0 0.4924
H -2.203098 0.597449 -0.741543 0.0 0.0 0.0 0.1658
H -2.095476 -0.736984 -1.683691 0.0 -0.1 0.1 0.0376
H -2.073314 0.396696 4.023699 0.0 0.0 -0.1 0.2765
H -2.468835 1.390581 2.622037 0.0 0.0 0.0 0.4880
H 0.344589 0.406601 3.238730 0.0 0.0 0.0 0.3659
H -0.326438 1.986963 3.691901 0.0 0.0 0.0 0.4489
H 0.900735 1.909781 1.497489 0.1 0.1 0.1 0.3008
H -0.654627 2.303027 1.204428 0.0 -0.1 0.0 0.0942
O 3.234571 3.215589 -1.711349 0.0 0.0 -0.1 -0.8450
C 2.323832 2.386512 -1.683345 -0.1 0.0 0.0 -0.3282
O 1.952950 1.688959 -0.686589 0.2 0.1 0.0 -0.7665
C 1.547477 2.108903 -2.988806 0.1 0.2 -0.2 0.3444
C 1.379267 0.609983 -3.302769 -0.1 -0.1 0.2 0.0754
C 1.128501 0.417688 -4.798730 0.1 0.1 -0.1 -1.1103
C -0.319267 0.947543 -4.932098 0.0 0.0 -0.1 -1.0871
C -0.642996 1.310458 -3.480720 -0.3 -0.2 0.3 -0.0857
O 0.072344 0.298045 -2.752456 0.2 0.0 -0.2 -0.4295
C 0.051212 2.592702 -3.043608 0.1 0.2 -0.1 -0.0287
C -0.565084 3.158777 -1.736739 0.0 0.1 0.1 -0.1935
O -0.500983 4.383616 -1.570646 0.0 -0.1 -0.1 -0.8307
O -1.118771 2.312746 -0.966971 0.0 -0.2 0.0 -0.5646
H 2.113742 2.590553 -3.788877 0.0 0.0 0.0 0.4685
H 2.110003 -0.061526 -2.856204 0.0 0.0 0.0 0.4351
H 1.194228 -0.636527 -5.067357 0.0 0.0 0.0 0.3430
H 1.849548 0.976925 -5.396898 0.0 0.0 0.0 0.4336
H -0.986922 0.162054 -5.290226 0.0 0.0 0.0 0.3253
H -0.410908 1.807608 -5.597580 0.0 0.0 0.0 0.3887
H -1.693579 1.263291 -3.196773 0.0 0.0 -0.1 0.7372
H -0.040622 3.370276 -3.805363 0.0 0.0 0.1 0.3800
O 2.870435 -3.420032 -0.789529 0.0 0.0 0.0 -0.7553
C 2.063099 -2.582754 -0.403921 -0.1 0.0 0.5 0.5322
O 1.228746 -1.927383 -1.121378 0.1 0.0 -0.2 -0.7847
C 1.952985 -2.242678 1.166058 0.2 -0.2 -0.4 0.2789
O 2.305083 -3.094823 1.982669 -0.1 0.0 0.1 -0.7673
O 1.445832 -1.101104 1.426496 0.0 0.0 0.1 -0.6125
```
Positions in Å, forces in eV/Å.

Output
Lowest unoccupied orbital energy, eV: 4.714
Net charge: -2
E_HOMO, eV: -2.13
ΔE to the lowest compared entry with this formula, charge and spin, kJ/mol: 0.00